57
Properties=species:S:1:pos:R:3 method="wB97M-V/def2-TZVPD" multiplicity=1 energy_ha=-2394.6614 largest_force_ev_per_a=0.82 charge=+1 homo_energy_ev=-12.065
N -0.06 0.42 -0.04
C -0.90 1.60 -0.17
C -2.10 1.29 -1.09
P -3.61 0.77 -0.28
C -4.49 2.18 0.54
O -3.61 3.17 1.01
N -3.54 3.10 2.49
O -2.83 3.93 2.88
P -3.62 -1.09 1.05
O -2.45 -1.91 0.26
Cl -2.53 -0.22 2.50
H 0.68 0.61 0.64
H -0.60 -0.36 0.35
H -0.31 2.38 -0.67
H -1.23 2.03 0.78
H -1.82 0.48 -1.78
H -2.39 2.15 -1.70
H -4.53 0.40 -1.27
H -5.13 1.79 1.34
H -5.12 2.62 -0.23
H -2.74 -2.73 -0.16
C 3.88 -1.60 -0.75
C 3.42 -0.39 -0.07
N 3.04 0.57 0.44
H 4.94 -1.54 -0.97
H 3.70 -2.47 -0.13
H 3.34 -1.71 -1.69
C 4.38 0.89 -4.33
C 5.18 -0.23 -3.85
N 5.83 -1.11 -3.48
H 4.91 1.82 -4.16
H 4.19 0.78 -5.39
H 3.43 0.92 -3.79
C 1.37 -5.64 -0.33
C 2.77 -5.27 -0.51
N 3.87 -4.99 -0.65
H 0.73 -4.83 -0.70
H 1.13 -6.53 -0.90
H 1.16 -5.80 0.72
C -3.59 7.27 3.69
C -3.42 8.63 3.22
N -3.27 9.71 2.84
H -3.01 6.59 3.06
H -3.24 7.18 4.72
H -4.64 6.98 3.66
C 1.33 -9.74 -3.16
C 0.40 -8.75 -2.62
N -0.32 -7.97 -2.21
H 2.33 -9.58 -2.75
H 0.99 -10.74 -2.89
H 1.37 -9.66 -4.25
C 1.21 4.55 3.67
C 0.94 3.24 3.07
N 0.73 2.21 2.61
H 2.09 4.99 3.21
H 0.36 5.21 3.51
H 1.38 4.43 4.74